71
Properties=species:S:1:pos:R:3:forces:R:3 method="wB97M-V/def2-TZVPD" largest_force_ev_per_a=6.2 charge=-1 gap_ev=0.989
C -0.531401 1.366841 -5.221125 0.22 -0.48 0.64
C 0.224993 -0.015877 -5.678987 4.25 -0.43 1.82
I -0.776600 -1.310954 -7.189894 0.41 1.34 1.20
C 1.570937 -0.427783 -5.111169 -4.61 1.32 -2.60
I 2.511265 -2.301876 -5.861732 -0.71 1.68 0.65
Ga 2.566699 0.710995 -3.649654 -1.27 -0.36 1.08
C 2.083716 0.093465 -1.733973 1.22 0.85 0.77
O 1.922213 -1.372428 -1.746042 4.18 2.70 -1.12
O 0.764976 -1.741188 -1.266599 -5.63 -1.21 2.34
P 4.888275 0.514773 -3.960236 -0.22 0.50 -0.13
O 5.408296 1.725245 -4.840979 -0.72 -0.83 -1.04
H 0.163242 2.129158 -4.637917 -0.94 -1.85 -1.03
H -1.411223 1.104198 -4.459574 1.68 0.80 -2.04
H -0.941321 1.959862 -6.161440 0.11 -1.36 1.46
H 2.235047 2.298112 -3.799647 0.15 -0.11 -0.40
H 1.195327 0.675028 -1.241740 1.45 -1.40 -0.90
H 3.042384 0.322736 -1.062603 -2.16 -0.54 -1.18
H 0.525996 -1.246411 -0.428455 1.11 -0.54 -0.85
H 5.532995 0.509465 -2.660437 -0.10 -0.19 -1.00
H 5.106146 -0.791081 -4.553276 0.49 0.79 0.46
Li 0.278325 3.394280 -6.893653 0.72 -1.90 0.12
C -1.842393 -4.992051 -4.270578 -0.54 0.36 0.48
C -0.940998 -5.888165 -5.049145 0.06 -0.97 -0.94
O -1.706315 -6.218537 -6.185819 -1.58 0.90 -0.37
C -2.525478 -5.148047 -6.385056 -1.23 -0.12 -2.59
O -3.136657 -4.937078 -7.419377 1.26 -0.28 2.38
O -2.572918 -4.334391 -5.286336 -0.11 -0.26 -0.44
F -0.682498 -7.024979 -4.364679 -0.45 -0.62 -0.14
H -2.534173 -5.543859 -3.625337 -0.05 -0.27 -0.06
H -1.288656 -4.274732 -3.658842 -0.49 0.56 -1.40
H -0.001884 -5.418934 -5.361242 -1.16 -0.38 -0.51
Cl 1.100565 -5.102697 -3.968957 2.79 1.40 3.25
Cs 0.093129 6.260540 -6.533578 0.14 0.96 0.31
Li -0.571702 -4.701326 -2.314587 1.71 -0.15 0.42
O 4.382774 0.537825 2.918674 -0.19 -0.75 -0.50
P 3.506014 -0.046109 1.798735 0.07 0.05 -0.18
O 2.917176 -1.390402 2.257085 0.18 0.83 0.13
O 4.361285 -0.263502 0.539541 -0.13 0.54 0.45
O 2.363260 0.931559 1.479000 0.32 -0.61 -0.29
O -3.104698 3.780292 -3.944438 -0.25 0.38 -0.24
H -3.564476 4.419545 -4.509037 0.00 -0.30 0.28
H -3.744995 3.583342 -3.244286 0.27 -0.02 -0.11
Mg 4.220985 2.253020 -6.694947 0.04 -0.02 1.58
C -1.546558 4.081183 6.866188 0.10 -0.97 -0.17
O -1.471954 2.721175 6.458962 -0.12 0.84 -0.29
C -2.750705 2.162606 6.153145 0.41 -0.42 0.22
C -2.619221 1.053809 5.111027 -0.08 0.11 0.14
O -2.410151 1.541997 3.778786 0.20 0.34 -0.06
C -1.122222 2.115329 3.510761 -0.07 -0.55 -0.15
C 0.005705 1.079345 3.439495 0.04 0.61 0.89
O 0.367204 0.647154 4.750868 -0.44 -0.09 -0.37
C 0.810628 -0.698940 4.774017 0.49 0.10 0.06
H -2.055444 4.159083 7.828806 -0.12 0.17 0.11
H -0.530426 4.462199 6.964682 0.03 -0.12 0.05
H -2.065381 4.678898 6.110682 -0.16 0.14 -0.01
H -3.434065 2.934351 5.779875 0.02 0.13 -0.13
H -3.158567 1.751960 7.084945 -0.11 -0.16 -0.10
H -3.571353 0.512606 5.075370 0.04 0.15 -0.03
H -1.859209 0.323381 5.386228 0.09 0.15 0.22
H -0.896299 2.920326 4.211351 0.14 -0.20 0.18
H -1.212640 2.579977 2.521770 -0.05 -0.15 -0.03
H 0.892419 1.537282 2.989819 -0.11 -0.06 -0.28
H -0.315735 0.236780 2.818438 -0.02 -0.05 0.01
H 0.055382 -1.365350 4.339852 0.04 -0.01 0.06
H 0.971071 -0.993662 5.812575 -0.22 0.11 -0.18
H 1.754740 -0.796701 4.228640 -0.14 -0.10 -0.10
C -1.350256 -0.452221 8.080478 -2.61 -0.91 0.56
O -1.092749 -1.178934 7.090800 -0.78 -1.00 -0.66
O -0.313563 0.316890 8.381850 2.17 1.16 0.36
O -2.377635 -0.347546 8.787146 0.19 -0.12 -0.46
H 0.209350 -0.060852 7.645782 0.79 0.91 0.39